Record 1
Here is a molecular structure, C25H33CrNSe from the Open Molecules 2025 dataset. Energies are from ωB97M-V/def2-TZVPD.

Structure (ORCA input):
```
! wB97M-V def2-TZVPD RIJCOSX def2/J DEFGRID3
* xyz 1 4
Cr 1.116 0.567 0.005
C 1.624 2.496 1.011
C 2.007 1.380 1.829
C 3.014 0.654 1.137
C 3.220 1.285 -0.120
C 2.365 2.432 -0.191
C 2.273 3.422 -1.306
C 4.260 0.870 -1.123
C 3.784 -0.515 1.667
C 1.560 1.131 3.244
C 0.716 3.600 1.433
H 2.596 4.405 -0.958
H 1.246 3.516 -1.665
H 2.900 3.145 -2.152
H 5.255 1.094 -0.732
H 4.147 1.394 -2.069
H 4.232 -0.204 -1.327
H 4.718 -0.171 2.121
H 4.045 -1.225 0.879
H 3.229 -1.052 2.437
H 2.350 1.433 3.936
H 1.347 0.079 3.446
H 0.667 1.703 3.487
H 1.230 4.223 2.170
H -0.199 3.231 1.890
H 0.438 4.230 0.589
C -6.667 -0.118 -0.227
C -5.189 0.151 -0.430
C -4.374 -0.756 -1.090
C -3.023 -0.510 -1.316
C -2.222 -1.562 -2.033
C -2.471 0.701 -0.863
Se -0.675 1.222 -1.362
C -3.259 1.628 -0.168
C -2.759 2.946 0.390
C -4.606 1.321 0.032
H -6.957 -1.088 -0.632
H -7.272 0.646 -0.721
H -6.932 -0.103 0.834
H -4.803 -1.689 -1.449
H -2.855 -2.414 -2.294
H -1.415 -1.924 -1.403
H -1.774 -1.172 -2.951
H -1.686 3.060 0.297
H -3.027 3.029 1.446
H -3.226 3.790 -0.129
H -5.223 2.040 0.570
C 1.275 -5.728 -0.678
C 1.206 -4.237 -0.488
C 0.971 -3.668 0.758
C 0.897 -2.300 0.883
N 1.027 -1.473 -0.162
C 1.255 -2.012 -1.375
C 1.357 -3.369 -1.568
H 1.239 -6.259 0.273
H 2.191 -6.010 -1.202
H 0.435 -6.066 -1.290
H 0.845 -4.288 1.640
H 0.709 -1.840 1.846
H 1.328 -1.323 -2.202
H 1.537 -3.748 -2.569
*
```

## Properties
Frontier orbital gap (spin up / spin down)   6.34 / 7.43 eV
⟨S²⟩   3.913
Largest force on an atom   0.544 eV/A

---

Record 2
Here is a molecular structure, C25H33EuO2 from the Open Molecules 2025 dataset. Energies are from ωB97M-V/def2-TZVPD.

Structure (ORCA input):
```
! wB97M-V def2-TZVPD RIJCOSX def2/J DEFGRID3
* xyz 0 7
O 2.547 6.240 -1.097
C 3.219 6.584 -2.382
C 3.789 7.913 -1.931
H 2.473 6.668 -3.183
H 3.961 5.811 -2.618
C 3.143 7.469 -0.588
H 3.292 8.771 -2.408
H 4.883 7.964 -1.959
C 2.091 8.491 -0.231
H 1.397 8.599 -1.072
H 2.557 9.470 -0.063
H 1.564 8.205 0.679
C 4.158 7.176 0.506
H 4.866 6.410 0.161
H 3.634 6.830 1.407
H 4.727 8.084 0.752
Eu 0.136 0.717 -0.202
C 1.230 -1.599 0.958
C 1.307 -1.925 -0.424
C 2.298 -1.107 -1.030
H 0.695 -2.656 -0.946
C 2.790 -0.209 -0.034
C 2.149 -0.530 1.205
H 2.330 -0.043 2.162
H 0.590 -2.084 1.691
H 2.635 -1.175 -2.064
H 3.526 0.574 -0.195
C -1.881 -0.207 1.456
C -0.936 0.430 2.317
C -1.028 1.839 2.103
H -0.239 -0.074 2.990
C -1.994 2.071 1.076
C -2.515 0.804 0.667
H -3.236 0.629 -0.134
H -2.083 -1.276 1.397
H -0.475 2.604 2.655
H -2.287 3.040 0.674
O 0.640 2.805 -1.488
C 1.647 3.223 -0.470
C 2.980 3.384 -1.212
H 1.745 2.478 0.352
H 1.326 4.189 -0.037
C 2.477 3.792 -2.611
H 3.568 2.449 -1.288
H 3.590 4.157 -0.743
C 1.217 2.993 -2.861
H 3.239 3.842 -3.402
H 2.084 4.803 -2.450
H 1.453 2.009 -3.299
H 0.478 3.554 -3.464
C -3.017 -2.416 -3.319
C -2.640 -2.885 -2.058
C -1.780 -2.097 -1.250
C -1.307 -0.912 -1.752
C -1.661 -0.406 -2.972
C -2.521 -1.195 -3.793
H -3.709 -3.004 -3.933
H -3.001 -3.844 -1.675
H -1.522 -2.455 -0.249
H -1.321 0.576 -3.309
H -2.797 -0.837 -4.788
*
```

## Properties
Frontier orbital gap (spin up / spin down)   6.26 / 7.16 eV
⟨S²⟩   12.033
Largest force on an atom   4.090 eV/A

---

Record 3
Here is a single C25H33F3N4O4 molecule from the Open Molecules 2025 dataset. Energies are from ωB97M-V/def2-TZVPD.

Structure (ORCA input):
```
! wB97M-V def2-TZVPD RIJCOSX def2/J DEFGRID3
* xyz 0 1
C -3.450 -3.185 0.352
C -4.113 -2.168 -0.576
C -4.695 -0.887 0.066
C -5.893 -0.446 -0.791
C -5.244 -1.171 1.470
C -3.677 0.287 0.149
C -3.295 0.880 -1.213
C -2.415 2.118 -1.051
C -1.144 1.813 -0.253
C -1.510 1.168 1.091
C -2.384 -0.066 0.888
N -0.203 1.008 -0.996
C 1.015 1.562 -1.085
O 2.032 1.070 -1.518
N 0.912 2.847 -0.541
C 1.959 3.839 -0.620
C 3.363 3.253 -0.477
O 4.202 3.467 -1.327
N 3.627 2.535 0.639
C 2.729 2.339 1.752
C 4.947 1.966 0.777
C 5.031 0.442 0.768
O 5.872 -0.136 1.420
N 4.121 -0.187 -0.022
C 4.176 -1.563 -0.279
C 5.405 -2.154 -0.574
C 5.503 -3.501 -0.854
C 4.369 -4.299 -0.859
C 3.146 -3.738 -0.555
C 3.043 -2.383 -0.249
C 1.673 -1.906 0.115
F 1.618 -0.733 0.766
F 1.031 -2.779 0.916
F 0.859 -1.764 -0.957
C -0.329 3.080 -0.017
O -0.678 4.087 0.544
H -4.168 -3.601 1.052
H -2.627 -2.761 0.917
H -3.057 -4.004 -0.248
H -3.400 -1.882 -1.351
H -4.932 -2.686 -1.080
H -6.239 0.542 -0.496
H -5.642 -0.429 -1.849
H -6.717 -1.143 -0.658
H -5.744 -0.287 1.859
H -4.464 -1.456 2.167
H -5.972 -1.978 1.428
H -4.174 1.082 0.718
H -4.185 1.179 -1.763
H -2.766 0.137 -1.813
H -2.961 2.899 -0.518
H -2.139 2.508 -2.033
H -2.038 1.913 1.689
H -0.594 0.893 1.619
H -2.605 -0.487 1.868
H -1.826 -0.810 0.319
H -0.382 0.057 -1.270
H 1.931 4.328 -1.601
H 1.763 4.592 0.149
H 3.314 2.336 2.673
H 2.205 1.383 1.681
H 1.996 3.140 1.817
H 5.540 2.326 -0.073
H 5.420 2.313 1.702
H 3.420 0.360 -0.521
H 6.285 -1.532 -0.579
H 6.467 -3.929 -1.082
H 4.438 -5.350 -1.090
H 2.256 -4.349 -0.537
*
```

## Properties
Frontier orbital gap   9.61 eV
Structure (SMILES)   CCC(C)(C)[C@H]1CC[C@]2(CC1)NC(=O)N(CC(=O)N(C)CC(=O)Nc1ccccc1C(F)(F)F)C2=O
Largest force on an atom   0.562 eV/A